[1]
DFT (wB97M-V/def2-TZVPD) results for a structure of composition C3H16MgN2O6 at a distorted geometry.

Structure (XYZ):
```
28
Properties=species:S:1:pos:R:3:forces:R:3:lowdin_charge:R:1
Mg -0.9551 -1.7923 0.1264 0.2571 0.0642 -0.0271 0.9874
C 2.0584 -3.0494 -3.6383 -0.5167 -0.2318 0.8286 -0.3435
O 0.9473 -2.3932 -3.1592 -0.4410 -0.1320 -0.3088 -0.3118
H 1.9567 -4.0488 -4.0614 -1.0213 -0.5701 -0.1996 0.0449
H 2.6150 -2.5419 -4.4261 0.3765 0.8006 0.2629 0.0590
H 2.6553 -3.2918 -2.7590 1.0411 0.3107 0.1506 0.0634
C -3.5157 1.4621 3.4239 1.2400 -0.4733 -1.1872 -0.3152
O -3.1808 0.7964 2.2407 -0.6316 -0.1132 0.3801 -0.3190
H -4.5559 1.5343 3.7412 -0.5164 -0.2017 -0.5131 0.0519
H -3.0156 1.0187 4.2850 0.4028 -0.2260 0.3906 0.0609
H -3.0789 2.4548 3.3148 -0.0894 0.5666 0.4084 0.0576
C 1.9084 4.3936 -0.4880 2.5507 -1.2031 6.1521 -0.8012
O 2.2814 4.0946 0.6766 0.3821 0.6415 -1.2601 -0.0247
N 2.5945 5.0709 -1.3435 2.5443 1.8710 -2.1296 0.1726
N 0.7481 4.0610 -0.8587 -6.3411 -2.1457 -2.3794 0.1649
H 3.4396 5.4651 -0.9556 -0.0985 0.1976 -0.6571 0.1271
H 2.1010 5.4129 -2.1557 0.7345 0.3767 0.1703 0.1168
H 0.1624 3.5246 -0.2347 0.3355 0.1041 -0.0512 0.1293
H 0.5188 3.9859 -1.8395 -0.1202 0.0919 0.1959 0.1181
O -3.9017 -3.5167 -1.0320 0.4342 0.0420 0.1544 -0.0837
H -4.8112 -3.5466 -0.7352 -0.2377 0.0064 0.1911 0.0376
H -3.9409 -3.0785 -1.8821 -0.0014 0.0669 -0.3144 0.0326
O 0.1731 -4.7340 1.6430 -0.1242 0.3919 -0.1327 -0.0847
H 0.7330 -5.3946 1.2350 0.1676 -0.1312 -0.2316 0.0387
H -0.0617 -5.1093 2.4916 -0.1278 -0.0333 0.2593 0.0366
O 1.7749 -0.3882 1.8754 -0.3129 -0.2836 -0.2209 -0.0885
H 1.9799 0.5194 2.1001 -0.0246 0.3988 -0.0329 0.0391
H 2.3697 -0.9092 2.4150 0.1385 -0.1858 0.1015 0.0339
```
Positions in Å, forces in eV/Å.

The total charge is 0. For the frontier orbital gap, the calculation gives 0.1098 hartree. The relative energy (zero: lowest compared OMol25 entry of this formula, charge and spin) comes out at 244.2 kcal/mol.

=====

[2]
DFT (wB97M-V/def2-TZVPD) results for a cluster of 4 separate species, C3H16N2O3 in total at a distorted geometry.

Structure (XYZ):
```
24
Properties=species:S:1:pos:R:3:forces:R:3:lowdin_charge:R:1
C -2.0719 0.4662 1.4282 0.3850 0.8886 -0.0620 -0.0812
C -1.0416 1.4521 0.7306 -3.4237 -0.7028 -0.6929 -0.2641
N -0.0789 0.5932 0.0979 0.7366 0.0579 -0.1951 -0.1220
C 1.1125 0.3904 0.9549 1.8407 1.3706 -1.1260 -0.2948
N 0.8125 0.0928 2.3446 -2.9222 1.3516 -1.0770 0.0170
H -2.3207 -0.3100 0.6763 -0.1829 0.4455 0.7233 0.0630
H -2.9506 1.0347 1.7485 -0.1036 -0.3243 -0.0745 0.0672
H -1.6451 -0.0149 2.3410 -0.7603 0.3389 -0.8628 0.0541
H -1.6925 2.1195 0.0054 1.6462 -1.4008 1.0723 0.1513
H -0.6111 2.0885 1.4568 0.5505 0.8984 0.7691 0.0845
H 0.0900 0.8986 -0.8708 0.3358 0.1137 1.3822 0.0881
H 1.7525 1.3679 0.9787 -0.8483 -1.4769 -0.2664 0.1339
H 1.7755 -0.4133 0.5076 -0.7432 0.7997 0.1779 0.1170
H -0.1609 -0.2102 2.5160 1.6423 -0.0643 -0.1756 0.0406
H 1.4814 -0.4744 2.7369 1.4863 -1.5749 1.0859 0.0347
H 0.9830 0.2927 -1.9389 -0.6199 -2.0136 1.4028 -0.0758
H 2.0824 0.1975 -3.0179 -1.0766 0.4184 0.8581 0.0663
O 1.3951 0.7728 -2.6006 1.9724 1.6941 -2.6463 -0.0509
H 0.7652 -1.7187 -3.2633 1.4697 -0.6216 1.2082 0.0800
H 1.0934 -1.8635 -1.7613 0.7409 -0.3349 -1.9179 0.0163
O 1.5336 -1.9669 -2.6579 -1.8644 0.5001 0.2559 -0.1188
H -0.1574 -1.8955 -0.4044 -0.9522 0.1062 -0.4704 0.0522
H -1.3538 -1.0835 -0.8561 0.3932 -0.1208 -0.0747 0.0185
O -0.7927 -1.8160 -1.1523 0.2977 -0.3488 0.7060 -0.0771
```
Positions in Å, forces in eV/Å.

The total charge is 0. For the frontier orbital gap, the calculation gives 0.3545 hartree. The relative energy (zero: lowest compared OMol25 entry of this formula, charge and spin) comes out at 51.7 kcal/mol. As for the SMILES: CCNCN.O.O.O.